(1)
103
Properties=species:S:1:pos:R:3:forces:R:3:mulliken_charge:R:1 method="wB97M-V/def2-TZVPD" spin_multiplicity=1 homo_energy_ev=-11.74 energy_ev=-122005.016 total_charge=+1
C 2.1359 1.8550 -1.4595 2.12 4.03 1.61 -1.3011
C 1.5710 1.4452 -0.1354 -2.78 -4.26 0.40 0.6957
O 0.9900 0.3614 -0.0058 2.19 4.35 0.34 -0.2773
N 1.6259 2.3729 1.2177 -0.95 -1.12 -1.80 0.1137
H 2.1837 1.8212 1.9127 -0.13 0.47 -0.28 0.2490
H 1.9207 3.3205 1.0464 1.31 0.09 -0.36 0.4320
C 0.2784 2.6475 1.8245 -2.87 -2.56 -0.23 -0.7492
H 3.2358 2.1883 -1.3220 -1.68 0.28 0.16 0.3926
H 1.5624 2.6857 -1.9645 0.50 -0.76 0.75 0.2599
H 2.3408 1.0951 -2.1191 -0.66 -2.40 -1.20 0.3075
H -0.5375 3.1210 1.1685 1.98 -0.32 0.38 0.0967
H 0.5079 3.2316 2.6947 -0.29 0.18 0.50 0.5508
H -0.2314 1.6356 2.0800 1.16 1.75 -0.02 0.1919
C -5.5772 1.8949 1.1400 -0.36 -1.95 -0.51 -0.8952
C -5.6572 0.6799 2.1526 -1.26 7.21 2.66 -0.8721
C -4.4628 0.0415 1.9438 3.49 -4.07 -3.85 -0.6819
S -3.1731 1.1540 1.7168 1.14 0.98 1.64 1.3230
O -2.3176 0.9193 0.5871 0.16 -0.55 -0.75 -0.2151
O -2.4993 1.3301 2.9831 0.22 0.28 0.20 -0.8584
C -4.2238 2.5209 1.3951 0.79 -1.96 -4.06 -0.2069
H -6.2016 2.7212 1.1494 -2.12 1.21 1.02 0.6622
H -5.9206 1.4023 0.1859 1.65 0.65 0.16 0.1079
H -6.5300 0.2008 2.0111 -2.76 -2.03 -0.18 0.5253
H -5.5857 1.1547 3.2156 -0.69 -0.92 -1.45 0.1907
H -4.3575 -0.6346 1.0650 -0.70 0.53 -0.13 0.1609
H -4.1400 -0.6086 2.6457 1.02 -1.95 2.87 0.6922
H -3.7459 2.8790 0.4706 -0.34 0.64 0.40 -0.6142
H -4.2320 3.1644 2.1889 -0.02 1.78 1.93 0.6601
C 4.8940 -2.1850 -3.4983 5.66 0.23 -3.52 -0.5209
C 4.1278 -3.3688 -3.2081 -3.90 -2.71 -5.21 -0.2238
C 4.3168 -3.7415 -1.8648 -4.81 -3.13 3.05 -0.9214
S 4.6252 -2.3615 -0.9397 2.09 1.42 -1.86 1.3635
O 5.8882 -2.5381 -0.3253 1.47 -0.38 1.58 -0.7960
O 3.5444 -1.8786 -0.2211 -3.67 1.38 2.57 -0.4670
C 4.9437 -1.3357 -2.3336 3.61 -3.79 1.89 -0.8529
H 4.7412 -1.5945 -4.4610 -0.21 -1.09 1.21 0.3285
H 6.0527 -2.5377 -3.5627 -2.45 0.39 -0.46 0.2115
H 4.2867 -4.2463 -4.0230 -0.17 1.91 2.10 0.2879
H 3.0353 -3.2137 -3.2320 0.08 0.50 -0.84 0.0299
H 5.2262 -4.0903 -1.7543 4.39 -3.20 0.61 0.5533
H 3.4476 -4.4389 -1.4038 2.33 1.59 -0.93 0.3151
H 5.8533 -0.8678 -2.1343 1.77 0.54 0.15 0.5378
H 4.3365 -0.6430 -2.4480 -6.25 6.38 -0.33 0.2398
C -0.8537 -1.1419 -3.5424 2.46 -0.73 -1.29 -0.3552
C -1.8972 -1.0392 -4.6620 1.72 3.21 7.15 -1.6369
C -3.0682 -1.4788 -4.1227 -8.79 -2.77 -0.01 -0.4680
S -3.2133 -1.1847 -2.4191 1.97 3.63 0.87 1.1375
O -3.7681 -2.2614 -1.7338 -1.93 -2.58 1.49 -0.6954
O -3.6809 0.1775 -2.1455 -0.08 -1.23 -0.84 -0.5230
C -1.4668 -1.1202 -2.1386 1.46 -0.69 -0.31 0.5074
H -0.1109 -0.3314 -3.7543 -0.31 -0.81 0.61 0.1614
H -0.3484 -2.1704 -3.7880 -0.58 1.87 0.98 0.1690
H -1.6300 -1.5155 -5.3957 2.90 -5.24 -7.74 0.7180
H -2.0942 -0.1365 -4.9647 -0.08 5.62 -1.58 0.4411
H -3.1873 -2.5614 -4.3034 -0.29 0.20 0.62 0.3081
H -4.1090 -0.9979 -4.4977 2.36 -1.01 0.37 0.3598
H -1.0180 -1.9271 -1.5545 -0.80 -0.51 -0.25 -0.1336
H -1.2326 -0.2996 -1.4973 -0.09 1.20 -0.09 -0.0767
C -4.3358 3.4619 -2.6054 1.00 -2.51 -0.63 0.1246
C -4.6768 4.6989 -1.8877 -4.96 -0.53 1.41 -0.6045
C -3.4998 5.2746 -1.2651 1.06 4.21 2.63 -0.6256
S -2.0827 4.8727 -2.2557 3.33 -0.23 -1.58 1.0856
O -1.0350 4.0926 -1.5728 -1.23 0.38 0.47 -0.5169
O -1.4969 5.9960 -3.0334 -1.96 -1.46 1.46 -0.7106
C -3.0031 3.7690 -3.3210 -3.60 6.56 -0.38 -1.1850
H -5.1914 3.2149 -3.2057 -0.06 0.00 -1.05 0.5270
H -4.2041 2.4723 -2.0884 0.21 1.20 0.38 -0.3764
H -5.7000 4.5633 -1.1951 3.05 0.22 -1.11 0.2008
H -5.1425 5.2622 -2.6640 0.19 1.32 -0.52 0.4423
H -3.4063 4.9139 -0.2207 0.49 0.11 -0.67 0.3169
H -3.4670 6.4672 -1.2006 -0.27 -2.54 -0.13 0.3948
H -2.4938 3.0090 -3.5499 4.22 -6.24 -1.15 0.8214
H -2.9097 4.3905 -4.2795 -1.29 -0.64 1.04 0.2991
C 0.7759 -2.9579 2.2222 0.58 0.67 2.53 0.2050
C -0.0413 -2.2571 1.1375 -2.13 -1.71 9.03 -1.0849
C -1.2802 -3.0058 1.0271 -1.66 1.09 1.45 -0.7027
S -1.7554 -3.3853 2.7320 -3.74 3.70 0.96 1.1766
O -2.1902 -4.7373 2.8485 -0.58 -0.86 -0.40 -0.7395
O -2.5785 -2.2691 3.2955 0.82 -1.88 -1.37 -0.6595
C -0.2615 -3.2449 3.4678 3.25 0.62 -4.05 -1.2338
H 1.6780 -2.3736 2.6611 -1.51 -1.11 -1.05 -0.9355
H 1.0500 -3.9462 1.8516 0.45 0.12 0.05 0.5271
H 0.3244 -2.1369 0.3125 4.99 0.78 -9.12 1.7993
H -0.3386 -1.2797 1.3817 -0.18 1.47 1.05 -0.1018
H -1.3376 -3.9400 0.6163 0.50 -2.39 -1.63 0.4831
H -1.8909 -2.3071 0.5066 -1.73 -0.06 -0.04 -0.0782
H -0.1358 -4.1010 3.9810 0.97 -4.09 0.57 0.6291
H -0.1699 -2.7314 4.3300 -0.19 3.68 2.06 0.7024
C 6.1409 -0.3856 4.1341 0.14 1.63 1.71 -0.7756
C 5.7616 -1.6456 3.3945 6.91 -2.58 1.09 -0.4311
C 4.5590 -1.4287 2.8338 -5.05 3.61 -2.26 -0.5999
S 3.5662 -0.5869 4.0559 0.45 2.28 -0.82 1.1303
O 3.0273 -1.4844 5.0017 -1.09 -1.83 0.73 -0.6856
O 2.6929 0.4003 3.4627 -0.75 0.48 -0.97 -0.7320
C 4.8877 0.2080 4.8766 0.39 -0.25 1.14 -0.7395
H 6.4303 0.5011 3.5703 0.37 -0.60 -0.92 0.2621
H 6.9644 -0.5818 4.8009 0.19 0.06 0.42 0.4408
H 5.6632 -2.5484 4.0989 0.79 1.29 -0.82 0.2886
H 6.5352 -1.8581 2.5086 -1.32 0.08 2.24 0.1790
H 3.9756 -2.2071 2.6425 -2.22 -3.87 -1.07 0.6965
H 4.5513 -0.8696 1.9143 0.02 0.72 -0.24 0.1508
H 4.6397 -0.1889 5.8793 0.96 0.28 -0.15 0.3209
H 4.8007 1.3190 4.9399 0.16 -0.97 -0.49 0.3751

(2)
94
Properties=species:S:1:pos:R:3:forces:R:3:mulliken_spin:R:1 method="wB97M-V/def2-TZVPD" spin_multiplicity=2 homo_energy_ev="-2.97 / -4.70" energy_ev=-81837.275 total_charge=-1
O -2.4862 0.6983 2.8415 0.00 -0.43 -0.09 -0.0126
V -2.6656 0.3741 1.2448 1.82 -0.16 1.88 0.9712
O -3.2212 1.6329 0.4386 -0.50 1.29 -1.52 -0.0116
Cl -0.3202 -0.5255 0.6993 -0.67 -0.01 -0.26 0.0147
C -1.7287 2.1048 -3.3587 1.12 -0.43 0.37 -0.0043
C -0.2121 1.8467 -3.1809 1.19 -0.84 -0.22 0.0000
C 0.5469 2.2189 -4.4905 -1.50 1.50 0.05 -0.0001
C 2.0036 2.5620 -4.4749 -0.50 -1.22 0.73 -0.0001
C 2.1661 3.6237 -3.4151 0.60 -0.08 0.47 0.0000
C 1.5796 3.3494 -2.0036 -0.50 -1.15 0.53 0.0002
N 0.2385 2.7080 -2.0710 -0.08 1.48 -2.42 0.0017
O -0.2597 2.2523 -0.8817 0.20 0.28 0.53 0.0100
C 2.4864 2.3433 -1.2086 -0.19 0.98 0.24 0.0005
C 1.4589 4.7519 -1.3078 -0.38 -0.84 0.26 -0.0001
C 0.0680 0.2939 -3.0194 -1.18 1.14 0.71 -0.0030
H -2.2780 1.7683 -2.4795 0.02 -0.21 0.02 0.0054
H -2.0082 1.5410 -4.2488 -0.55 0.32 -0.13 -0.0002
H -1.8699 3.1850 -3.3936 -0.14 -0.07 -0.53 -0.0001
H 0.3628 1.5028 -5.2914 -0.47 0.02 0.08 0.0000
H 0.1651 3.2088 -4.7405 -0.96 -0.04 -0.62 0.0000
H 2.2023 2.9631 -5.4688 0.51 -0.08 0.05 0.0000
H 2.4845 1.5928 -4.3429 1.02 0.31 0.28 0.0000
H 1.7166 4.5243 -3.8334 -0.15 0.17 0.16 0.0000
H 3.2212 3.8470 -3.2574 0.13 0.18 0.04 0.0000
H 3.5148 2.7045 -1.2019 0.20 -0.30 -0.05 0.0000
H 2.1644 2.2509 -0.1713 -0.05 0.47 0.14 0.0000
H 2.3992 1.3066 -1.5339 0.27 0.17 -0.68 -0.0003
H 0.7003 5.3803 -1.7744 0.33 -0.03 -0.78 0.0000
H 1.0372 4.7302 -0.3029 0.42 -0.65 0.29 0.0000
H 2.4361 5.2339 -1.2773 -0.02 0.16 -0.05 0.0000
H 1.1311 0.1067 -2.8681 -0.07 -0.31 -0.39 -0.0001
H -0.4102 -0.1818 -3.8756 0.66 -0.17 -0.36 -0.0002
H -0.4901 -0.1362 -2.1877 0.28 0.18 0.42 0.0026
H 0.2665 1.4674 -0.7118 -0.26 -0.84 0.90 -0.0031
C 4.3683 -3.7147 4.0438 -0.21 -0.21 -0.12 0.0000
C 4.9661 -2.4623 3.3493 -0.87 0.00 2.16 0.0000
C 6.1901 -3.0345 2.6274 -2.35 0.94 -1.81 0.0000
C 6.8042 -2.0269 1.6384 0.82 -0.98 1.16 0.0000
C 5.7447 -1.4946 0.6680 0.47 0.60 1.91 0.0000
C 4.5254 -0.8543 1.4842 -1.04 0.48 -1.88 -0.0003
N 3.9744 -1.8611 2.3989 2.17 -1.26 -0.49 -0.0001
O 2.8137 -1.4262 3.0237 0.36 -0.08 0.25 0.0001
C 4.7575 0.6180 2.0507 1.33 -1.22 -0.13 0.0001
C 3.5106 -0.6181 0.3664 -1.44 0.04 -1.14 0.0013
C 5.3657 -1.5546 4.5845 -0.40 -0.68 -0.97 0.0000
H 4.2065 -4.5213 3.3287 -0.27 0.10 -0.14 0.0000
H 3.4655 -3.5720 4.6377 -0.15 0.34 -0.33 0.0000
H 5.0989 -4.1073 4.7511 0.22 0.05 0.04 0.0000
H 6.7430 -3.6888 3.3013 0.55 0.53 -0.21 0.0000
H 5.6319 -3.6490 1.9210 0.33 -0.98 -0.03 0.0000
H 7.5939 -2.5986 1.1508 0.16 0.30 -0.48 0.0000
H 7.3067 -1.2590 2.2266 -0.02 0.50 -0.26 0.0000
H 5.4365 -2.2674 -0.0361 -0.45 -0.15 0.37 0.0000
H 6.2351 -0.7480 0.0433 -0.29 0.39 0.08 0.0000
H 4.5888 0.6727 3.1261 -0.37 0.25 -0.17 0.0000
H 5.8096 0.8640 1.9072 0.28 0.05 0.16 0.0000
H 4.2269 1.3751 1.4732 -0.38 -0.25 0.36 0.0000
H 2.9923 -1.4590 -0.0944 1.09 -1.04 -0.09 0.0002
H 2.5468 -0.1312 0.5153 0.34 0.91 1.28 -0.0008
H 4.0172 -0.0401 -0.4064 -0.02 -0.03 -0.20 0.0000
H 5.7908 -0.5948 4.2907 0.32 -0.19 0.29 0.0000
H 6.0090 -2.2171 5.1636 0.54 0.58 0.04 0.0000
H 4.5133 -1.4063 5.2474 -0.22 0.28 -0.11 0.0000
H 3.1655 -0.8924 3.7398 -0.51 0.62 0.52 0.0000
C -5.2617 -2.8314 -0.7182 1.37 -1.12 -0.58 0.0017
C -4.6554 -1.4164 -0.7801 -1.04 3.34 0.30 0.0013
C -5.5464 -0.5395 -1.7932 -0.54 -1.66 1.30 0.0017
C -6.9403 -0.1878 -1.1295 2.62 0.00 -0.46 -0.0015
C -6.7534 0.4080 0.2544 -1.74 -0.46 1.25 0.0018
C -5.9775 -0.4411 1.3105 1.85 2.44 1.21 -0.0009
N -4.7115 -0.8179 0.6047 -0.79 0.40 -1.39 -0.0034
O -3.8243 -1.5034 1.4336 0.21 -0.65 0.57 0.0000
C -5.4394 0.5891 2.4764 -1.80 -1.33 -1.61 0.0075
C -6.8699 -1.5181 2.0000 1.38 -0.27 -1.57 0.0005
C -3.1889 -1.2688 -1.3757 -0.58 -2.25 1.02 -0.0110
H -5.3200 -3.3468 0.2405 0.25 0.52 0.57 0.0004
H -4.5407 -3.4513 -1.2512 -0.28 -0.42 -0.44 -0.0006
H -6.2566 -3.0213 -1.1209 0.06 0.62 -0.37 -0.0001
H -4.9917 0.2359 -2.3215 -0.06 0.41 0.77 -0.0001
H -5.6445 -1.3360 -2.5308 -0.61 0.24 -0.62 0.0005
H -7.4582 -1.1370 -0.9918 -0.42 0.13 -0.40 0.0001
H -7.4783 0.5534 -1.7205 -0.27 -0.45 -0.21 -0.0002
H -7.7794 0.3716 0.6205 -0.39 0.01 0.42 0.0004
H -6.6251 1.4900 0.2842 1.19 -0.16 -0.20 -0.0006
H -4.7738 0.1643 3.2277 0.00 -0.20 -0.36 0.0023
H -4.9573 1.4063 1.9399 -0.16 0.14 0.46 0.0031
H -6.3954 0.8269 2.9429 0.06 0.71 0.30 0.0038
H -7.1537 -2.1265 1.1413 -0.81 -0.50 0.39 0.0003
H -6.2729 -2.1372 2.6696 0.10 0.02 0.02 -0.0002
H -7.7154 -1.1311 2.5688 0.09 0.25 -0.38 -0.0007
H -2.6493 -2.0968 -0.9159 0.38 -0.48 -0.54 -0.0010
H -2.4719 -0.4759 -1.1626 -1.04 0.83 0.23 0.0224
H -3.2566 -1.3948 -2.4562 0.09 -0.19 0.01 -0.0015
H -3.8896 -2.4269 1.1800 0.32 -0.60 0.24 0.0033

(3)
93
Properties=species:S:1:pos:R:3:forces:R:3:mulliken_charge:R:1 method="wB97M-V/def2-TZVPD" spin_multiplicity=1 homo_energy_ev=-11.41 energy_ev=-76114.775 total_charge=+1
C 7.3293 -0.5195 2.6499 -0.13 0.18 0.21 -1.3897
C 7.0768 0.7600 1.8704 0.38 -0.81 -0.08 0.1128
O 6.5538 0.4098 0.5685 -0.50 0.44 0.59 -0.3780
P 5.9280 1.5782 -0.3319 0.33 -0.54 -1.23 0.9147
O 6.8711 2.0801 -1.3353 0.05 0.34 0.04 -0.8513
C 4.4685 0.8229 -1.0913 -0.11 0.17 1.05 -1.0115
C 3.7614 -0.2532 -0.2630 -0.20 -0.01 -0.20 -0.8325
C 2.7537 0.2684 0.7650 -0.06 -0.42 0.01 0.2527
C 3.3340 0.4819 2.1451 -0.40 0.32 0.37 0.3210
N 3.1899 1.8268 2.6970 0.78 0.05 0.35 -0.0293
C 3.6890 1.7216 4.0317 0.22 1.01 0.84 0.2536
O 4.1792 2.6275 4.6821 -1.05 -1.39 -0.97 -0.5914
C 3.5866 0.2346 4.4593 0.46 0.74 -0.52 -0.6533
C 2.8581 -0.4219 3.2875 -0.25 -0.18 0.75 0.4344
S 3.2262 -2.1722 3.0451 0.26 -0.09 -0.51 -0.1610
I 0.7263 -0.1633 3.6790 -0.09 0.00 -0.30 0.1887
O 5.3277 2.6666 0.6521 0.19 -0.22 -0.06 -0.1377
C 6.0709 3.8841 0.8491 -0.39 0.82 0.68 -0.2402
C 5.0933 4.9298 1.3397 -0.34 -0.31 -0.65 -1.1786
H 6.6775 -1.3138 2.3040 -0.09 -0.17 -0.14 0.2790
H 7.1068 -0.3599 3.7013 0.04 0.05 0.20 0.3530
H 8.3605 -0.8393 2.5882 0.15 -0.19 -0.17 0.3515
H 6.3717 1.3829 2.4089 -0.14 0.30 -0.09 -0.0005
H 8.0170 1.2790 1.7208 0.05 0.37 0.05 0.5129
H 4.7587 0.4788 -2.0732 0.19 -0.16 -0.18 0.4036
H 3.7796 1.6560 -1.2089 -0.07 0.17 -0.33 0.4588
H 4.4771 -0.8795 0.2596 0.21 -0.15 -0.03 0.4044
H 3.2345 -0.9173 -0.9424 -0.12 -0.09 -0.18 0.4230
H 1.9765 -0.4892 0.8551 -0.13 -0.01 0.11 -0.9649
H 2.2563 1.1727 0.4268 0.03 0.26 -0.12 0.4873
H 4.4143 0.3200 2.1634 0.18 -0.22 -0.48 -0.7355
H 2.2528 2.1965 2.6528 -0.14 0.29 -0.10 0.4186
H 3.1287 0.1243 5.4294 0.04 -0.05 0.27 0.4982
H 4.6154 -0.1253 4.4621 0.07 -0.29 0.28 0.2231
H 2.2482 -2.6938 3.7851 -0.04 0.06 0.18 0.2101
H 6.8356 3.7313 1.6040 0.25 -0.25 0.02 0.2641
H 6.5255 4.2189 -0.0725 0.20 -0.24 -0.29 0.4083
H 4.3434 5.0697 0.5628 -0.14 0.09 -0.07 0.2923
H 5.5839 5.8848 1.4751 0.16 0.13 0.27 0.4203
H 4.5696 4.5974 2.2270 0.10 0.06 0.35 0.2357
C -5.7372 0.2286 -4.7066 -0.02 -0.07 0.05 -1.4042
C -6.1697 -0.4179 -3.3929 0.03 0.17 -0.12 0.1413
C -5.8933 0.4699 -2.1776 -0.09 -0.37 0.05 -1.1218
C -4.4231 0.5493 -1.7355 -0.06 0.50 -0.24 -1.1539
P -3.7662 -0.8118 -0.7566 -0.13 -0.07 0.30 1.2020
C -4.9355 -1.1018 0.5981 -0.33 -0.03 0.07 -1.4666
C -5.4032 0.0681 1.4801 0.13 0.15 0.01 -0.8808
C -4.3799 0.6363 2.4667 0.09 -0.02 -0.01 -0.3723
C -3.6461 -0.4114 3.2949 0.04 0.09 0.03 -1.1148
C -2.2274 -0.2767 0.0099 0.50 0.34 0.01 -0.6901
C -0.9782 0.1016 -0.8033 0.09 -0.11 -0.20 -0.9304
C -0.1910 -1.0360 -1.4563 -0.17 -0.10 -0.05 0.3049
C 0.0655 -2.2397 -0.5543 0.04 0.07 -0.07 -1.1730
C -3.7229 -2.4460 -1.5199 -0.03 -0.64 -0.32 -0.9232
C -2.8495 -2.8736 -2.7140 0.35 0.20 0.05 -1.1193
C -2.7867 -1.9460 -3.9397 -0.06 -0.17 -0.15 0.4213
C -3.5635 -2.4907 -5.1379 -0.02 0.10 0.08 -1.7871
H -4.6765 0.4890 -4.7102 0.01 0.00 -0.02 0.2641
H -5.9150 -0.4444 -5.5438 0.03 0.01 -0.03 0.3833
H -6.3063 1.1407 -4.8902 0.02 0.02 0.02 0.4211
H -5.6889 -1.3927 -3.2810 0.01 -0.01 0.02 -0.2197
H -7.2429 -0.6096 -3.4395 0.00 -0.04 0.04 0.4522
H -6.5091 0.1399 -1.3375 0.02 0.04 0.02 0.3244
H -6.2227 1.4833 -2.4113 0.03 0.05 0.04 0.5466
H -4.3145 1.4200 -1.0783 0.09 -0.08 0.09 0.6877
H -3.7708 0.7622 -2.5850 0.06 -0.12 0.02 0.6783
H -4.5231 -1.9088 1.2080 0.08 0.02 -0.02 0.7824
H -5.8218 -1.5348 0.1238 0.06 -0.02 -0.09 0.5492
H -6.2641 -0.2949 2.0447 -0.01 -0.07 -0.02 0.4988
H -5.7792 0.8830 0.8561 -0.05 -0.05 -0.03 0.2531
H -4.8987 1.3218 3.1385 -0.06 -0.01 -0.02 0.4765
H -3.6551 1.2600 1.9398 -0.01 0.02 0.02 0.2046
H -4.3160 -0.9212 3.9883 -0.03 -0.02 -0.03 0.3761
H -2.8585 0.0618 3.8810 -0.02 -0.02 0.07 0.2970
H -3.1674 -1.1695 2.6734 0.03 -0.01 0.06 0.2347
H -1.9740 -0.9878 0.7989 -0.07 -0.10 -0.07 0.5955
H -2.5179 0.6388 0.5299 -0.14 -0.10 0.04 -0.0438
H -0.3121 0.6178 -0.1081 -0.08 0.02 0.09 0.3754
H -1.2466 0.8383 -1.5653 0.01 0.02 0.01 0.4223
H 0.7669 -0.6334 -1.7906 0.01 0.06 0.00 0.4432
H -0.7001 -1.3520 -2.3685 0.00 -0.02 0.04 -0.3584
H 0.7203 -1.9774 0.2787 -0.08 -0.07 0.04 0.0486
H 0.5491 -3.0379 -1.1169 0.05 -0.01 0.02 0.4255
H -0.8551 -2.6545 -0.1369 0.00 -0.02 -0.01 0.3752
H -4.7668 -2.6901 -1.7389 -0.07 0.23 0.04 0.7607
H -3.4656 -3.1084 -0.6844 -0.04 0.10 0.09 0.5952
H -3.2200 -3.8504 -3.0291 -0.09 0.00 0.03 0.6053
H -1.8424 -3.0725 -2.3488 -0.02 0.08 0.06 0.1910
H -1.7459 -1.8316 -4.2469 0.01 0.06 0.05 0.4954
H -3.1379 -0.9418 -3.6959 -0.02 -0.01 0.03 -0.2456
H -3.0928 -3.3994 -5.5130 -0.01 -0.03 0.02 0.4698
H -3.5840 -1.7670 -5.9518 -0.01 -0.02 -0.02 0.3925
H -4.5942 -2.7350 -4.8736 -0.02 0.02 -0.01 0.3422